Here is 2 unconnected molecules or ions with the total composition C6H10O in a non-equilibrium geometry from the OMol25 dataset. Energies are from wB97M-V/def2-TZVPD.

The structure (SMILES) is C=C1C(C)=C1C.O. Its LUMO energy is 0.76 eV. As for the energy relative to the best compared isomer or geometry (same formula, charge and spin): 404.7 kJ/mol. For the total energy, the calculation gives -8427.0462 eV. The max |F| is 4.83 eV Å⁻¹.

Element x y z (Å)
C1 1.4519 1.0187 1.1262
C2 0.4561 0.3983 0.3358
C3 -0.9349 0.5678 -0.0673
C4 -2.0230 1.3695 -0.7028
C5 -0.4009 -0.6958 0.0781
C6 -0.2502 -2.0497 -0.2391
H1 2.2266 0.4663 1.5141
H2 1.5154 2.0901 1.0986
H3 -2.8410 0.8321 -0.9887
H4 -1.6854 1.6867 -1.6204
H5 -2.3322 2.2412 -0.0784
H6 -1.1147 -2.5394 -0.5212
H7 0.5378 -2.4547 0.4191
H8 0.3335 -2.0036 -1.2128
O1 2.1011 -0.7257 -1.1968
H9 2.8635 -0.6434 -1.9220
H10 2.3894 -0.4406 -0.3015